[1]
The following is a DFT calculation (ωB97M-V/def2-TZVPD) of C14H13ClN2O3Pb as an isolated structure.

```
34
Properties=species:S:1:pos:R:3:forces:R:3
Cl -0.255 -2.525 2.576 -0.01 0.05 -0.05
C 1.928 1.774 0.978 0.38 -1.60 2.01
C 2.035 1.851 -0.443 0.57 -1.01 -1.50
C 2.491 0.601 -0.921 -0.62 0.45 -0.34
H 1.869 2.744 -1.045 0.06 -0.29 0.17
C 2.690 -0.267 0.204 0.17 0.13 -0.49
C 2.324 0.472 1.383 -0.69 1.74 0.12
H 2.393 0.072 2.390 0.01 0.26 -0.11
H 1.670 2.598 1.643 0.05 -0.28 -0.19
H 2.733 0.328 -1.952 -0.11 0.25 0.40
C 3.157 -1.674 0.162 -0.39 -0.14 0.02
Pb -0.301 -0.105 0.040 1.13 0.30 0.15
C -0.745 -2.622 -1.080 -0.86 -2.82 -1.71
O -1.011 -3.579 -1.637 0.74 2.40 1.47
C -2.436 0.436 1.734 -3.38 1.13 1.79
O -3.391 0.757 2.277 2.98 -1.02 -1.60
H 2.802 -2.173 -0.752 0.26 0.14 0.14
H 2.768 -2.226 1.028 0.30 0.09 -0.13
H 4.257 -1.742 0.166 -0.25 0.08 0.04
N -4.798 4.094 -4.137 0.06 -1.33 0.27
C -4.819 2.737 -3.914 -1.38 1.25 -1.15
O -5.706 2.023 -4.357 1.12 0.22 0.68
C -3.685 2.186 -3.111 1.28 -0.36 0.79
C -2.597 2.940 -2.607 -0.21 -0.64 0.03
C -1.629 2.309 -1.829 -0.35 -0.75 -0.08
N -1.677 0.966 -1.560 -0.72 0.72 -0.57
C -2.700 0.231 -2.082 0.53 0.67 0.30
C -3.694 0.814 -2.839 -0.46 -0.31 -0.25
H -5.577 4.481 -4.643 -0.06 0.09 -0.06
H -4.132 4.711 -3.722 0.02 0.19 0.01
H -2.479 4.002 -2.803 -0.04 -0.20 0.07
H -0.791 2.874 -1.402 -0.36 -0.29 -0.20
H -2.716 -0.843 -1.868 0.01 0.45 -0.08
H -4.499 0.179 -3.227 0.23 0.44 0.07
```
Forces are in eV/Å.

Calculated values
net charge = +2
2S+1 = 1
HOMO (alpha / beta) = -15.49 / -15.49 eV
relative energy (zero: lowest compared OMol25 entry of this formula, charge and spin) = 0.0 kcal/mol

These are the Mulliken partial charges, in e, on atoms 1 to 8: Cl 0.0227; C -0.5474; C -0.4673; C -0.6850; H 0.6048; C 0.6781; C -0.6469; H 0.4726

[2]
The following is a DFT calculation (ωB97M-V/def2-TZVPD) of a 5-piece molecular cluster, C37H50Br2F12NO9 overall.

```
111
Properties=species:S:1:pos:R:3:forces:R:3
C -0.667 0.682 3.238 0.42 -0.44 -0.20
C -1.137 0.440 1.833 -0.20 0.19 0.26
Br -0.142 -0.919 0.941 0.07 -0.05 0.06
C -2.147 1.080 1.245 0.45 -0.41 -0.37
Br -3.006 2.358 2.399 0.03 -0.06 -0.08
C -2.672 0.868 -0.198 -0.91 0.76 0.77
C -3.332 -0.520 -0.230 -0.24 0.04 -0.19
C -4.671 -0.640 0.520 -0.03 -0.43 -0.13
C -4.814 -1.943 1.328 -0.13 0.25 -0.44
C -4.355 -3.194 0.619 0.32 -0.43 0.23
C -3.761 -4.211 1.377 0.07 0.00 -0.27
C -3.280 -5.384 0.800 -0.33 0.58 0.02
C -3.396 -5.569 -0.574 -0.16 0.30 0.55
C -4.005 -4.573 -1.333 0.06 -0.12 -0.14
C -4.484 -3.397 -0.754 0.24 -0.32 0.29
C -3.681 2.029 -0.465 1.01 -0.73 -1.15
C -4.184 2.190 -1.903 -0.97 1.33 0.17
C -4.877 3.577 -1.927 0.10 -0.22 0.46
C -5.287 1.203 -2.303 0.20 -0.23 0.45
N -3.083 2.277 -2.893 -0.87 -2.14 -0.02
O -3.525 2.239 -4.098 0.32 0.86 -0.05
C -1.953 1.342 -2.695 1.54 -0.06 -0.38
C -0.721 2.022 -3.326 -0.43 0.43 0.27
C -2.119 0.027 -3.488 -0.16 0.21 0.33
C -1.557 1.087 -1.230 -0.09 0.26 0.16
H -0.230 1.675 3.313 -0.13 0.15 0.15
H 0.106 -0.038 3.492 0.07 -0.02 0.05
H -1.478 0.557 3.948 -0.11 0.19 0.08
H -2.669 -1.285 0.164 0.29 0.13 -0.02
H -3.469 -0.781 -1.276 -0.06 -0.14 -0.08
H -4.831 0.184 1.213 0.05 0.11 0.04
H -5.486 -0.601 -0.201 -0.11 0.13 -0.03
H -4.275 -1.830 2.267 0.10 -0.15 0.09
H -5.870 -2.070 1.575 -0.06 0.05 0.18
H -3.656 -4.069 2.445 0.01 0.03 0.08
H -2.828 -6.118 1.451 0.08 -0.20 -0.11
H -3.010 -6.480 -1.002 -0.08 0.01 -0.32
H -4.087 -4.722 -2.401 -0.07 0.08 -0.06
H -4.932 -2.630 -1.371 -0.05 -0.01 -0.11
H -4.559 1.963 0.161 0.00 0.19 0.24
H -3.102 2.929 -0.267 -0.27 0.25 0.31
H -4.138 4.374 -1.901 0.06 0.09 -0.17
H -5.539 3.671 -2.780 0.12 0.17 -0.19
H -5.472 3.676 -1.019 -0.17 0.01 -0.02
H -4.930 0.193 -2.482 -0.01 -0.05 -0.15
H -5.847 1.574 -3.152 0.15 -0.11 -0.29
H -5.982 1.155 -1.465 -0.09 -0.02 0.05
H -0.565 2.986 -2.842 0.15 0.05 0.05
H 0.165 1.408 -3.180 0.08 -0.08 -0.12
H -0.912 2.214 -4.378 0.12 -0.12 -0.14
H -1.916 0.231 -4.533 -0.29 -0.10 -0.20
H -1.373 -0.681 -3.137 0.06 -0.06 0.06
H -3.098 -0.428 -3.370 -0.08 -0.04 -0.13
H -0.857 0.262 -1.275 -0.02 -0.14 0.11
H -0.969 1.939 -0.880 -0.06 0.14 0.02
C 2.360 6.432 4.229 -0.28 -0.12 -0.05
C 2.993 6.336 2.858 0.27 0.28 0.39
O 2.336 5.333 2.054 -0.01 -0.09 -0.16
C 1.219 5.711 1.453 0.25 0.19 0.21
O 0.701 6.786 1.508 -0.15 -0.04 -0.10
C 0.673 4.549 0.606 -0.25 -0.44 -0.30
F 0.716 3.386 1.270 0.03 0.04 0.11
F 1.398 4.399 -0.512 0.10 0.12 0.06
F -0.588 4.764 0.245 -0.02 0.13 0.07
H 2.353 5.456 4.714 0.11 0.01 0.02
H 2.915 7.133 4.851 0.04 0.00 -0.02
H 1.327 6.772 4.161 0.03 0.09 -0.02
H 4.026 6.015 2.943 -0.05 -0.20 -0.14
H 2.985 7.295 2.343 -0.17 -0.05 -0.10
C -0.043 -6.269 -0.686 0.26 -0.47 0.15
C 0.752 -6.114 0.590 -0.39 0.45 -0.07
O 1.379 -7.355 0.976 0.09 -0.07 0.11
C 2.519 -7.643 0.370 -0.21 0.30 -0.02
O 3.078 -6.985 -0.457 0.13 -0.11 -0.02
C 3.078 -8.967 0.922 0.09 -0.28 0.01
F 2.122 -9.896 1.025 0.00 0.03 -0.01
F 3.600 -8.771 2.141 -0.02 0.06 0.01
F 4.035 -9.442 0.132 0.00 0.06 -0.02
H -0.767 -7.079 -0.585 -0.05 0.06 0.08
H -0.573 -5.353 -0.917 -0.03 0.08 0.11
H 0.608 -6.521 -1.519 0.08 0.07 0.00
H 0.096 -5.847 1.416 0.05 -0.18 0.10
H 1.503 -5.329 0.501 0.14 -0.14 -0.05
C 2.103 -0.855 -5.149 -0.29 -0.02 -0.01
C 2.443 -2.187 -4.518 0.44 0.30 -0.15
O 1.286 -2.774 -3.888 -0.08 -0.12 0.11
C 0.457 -3.428 -4.688 0.34 0.16 -0.05
O 0.568 -3.581 -5.867 -0.15 -0.09 -0.03
C -0.693 -4.019 -3.857 -0.46 -0.08 0.21
F -1.166 -3.133 -2.971 0.06 0.03 0.01
F -0.273 -5.090 -3.167 0.09 0.13 -0.40
F -1.703 -4.398 -4.632 0.08 0.00 -0.11
H 1.655 -0.188 -4.412 0.09 0.02 0.03
H 3.001 -0.387 -5.549 0.02 -0.02 0.02
H 1.386 -0.978 -5.960 0.06 -0.04 -0.05
H 3.173 -2.058 -3.722 -0.14 -0.07 0.14
H 2.865 -2.882 -5.243 -0.18 -0.08 -0.03
C 8.282 3.572 6.260 -0.03 0.30 0.00
C 7.998 3.252 4.809 0.14 -0.44 0.29
O 7.346 4.357 4.149 -0.09 0.07 -0.14
C 8.139 5.328 3.723 0.06 -0.34 0.16
O 9.327 5.383 3.829 0.03 0.16 -0.07
C 7.300 6.399 3.005 -0.13 0.35 -0.19
F 6.186 6.692 3.694 0.07 -0.02 0.06
F 6.927 5.964 1.794 0.00 -0.11 0.04
F 7.989 7.521 2.844 0.07 -0.06 0.07
H 7.366 3.869 6.771 -0.03 -0.10 0.01
H 8.699 2.700 6.763 -0.01 -0.03 -0.02
H 8.990 4.395 6.348 0.07 -0.06 -0.03
H 7.305 2.417 4.731 -0.14 0.12 -0.09
H 8.905 2.980 4.271 0.02 0.18 -0.06
```
Forces are in eV/Å.

Calculated values
2S+1 = 2
HOMO (alpha / beta) = -8.55 / -9.10 eV

These are the Mulliken partial charges, in e, on atoms 1 to 8: C -1.6027; C 0.4398; Br -0.1767; C -1.2609; Br -0.1162; C 4.1592; C 0.0307; C -0.7926

[3]
The following is a DFT calculation (ωB97M-V/def2-TZVPD) of a single C4H11NS molecule.

```
17
Properties=species:S:1:pos:R:3:forces:R:3
C -1.034 1.525 -1.089 -1.11 -0.01 0.44
C -0.781 0.270 -0.178 0.80 1.65 -1.16
C 0.723 -0.095 -0.397 -0.13 -0.72 0.51
C 1.285 -1.031 0.699 -0.05 0.14 0.44
S 0.590 -2.700 0.523 -0.49 -0.23 0.20
N -1.175 0.570 1.183 -0.58 -0.43 -0.66
H -0.374 2.400 -0.940 0.62 -0.96 -0.39
H -1.138 1.121 -2.099 0.68 0.61 -0.21
H -1.983 2.064 -0.938 -0.29 -0.86 0.37
H -1.326 -0.562 -0.683 -0.14 0.41 1.03
H 1.415 0.749 -0.525 -0.49 0.16 0.24
H 0.732 -0.658 -1.348 0.32 0.22 0.32
H 0.972 -0.860 1.763 0.37 0.78 -1.09
H 2.386 -0.967 0.695 -0.48 -0.53 0.00
H 1.627 -3.342 0.046 0.69 -0.32 -0.39
H -0.788 -0.034 1.885 0.06 0.18 0.17
H -1.133 1.551 1.403 0.22 -0.09 0.17
```
Forces are in eV/Å.

Calculated values
2S+1 = 1
HOMO = -8.91 eV
SMILES = C[C@H](N)CCS
relative energy (zero: lowest compared OMol25 entry of this formula, charge and spin) = 17.9 kcal/mol

These are the Mulliken partial charges, in e, on atoms 1 to 8: C -1.5190; C 0.4133; C -0.6339; C -0.8210; S -0.2022; N -0.5622; H 0.3783; H 0.3709

[4]
The following is a DFT calculation (ωB97M-V/def2-TZVPD) of C4H8N2O as an isolated structure.

```
15
Properties=species:S:1:pos:R:3:forces:R:3
N -2.548 -0.517 0.004 -0.10 -0.17 0.08
C -1.264 -0.277 0.631 0.16 0.20 0.24
C 0.771 -0.660 -0.726 0.06 0.08 0.00
C 1.534 0.502 -0.433 -0.21 -0.02 -0.10
O 2.313 0.474 0.659 0.07 0.14 0.00
C -0.774 1.017 0.595 0.41 0.53 -0.01
N -0.127 1.998 0.478 -0.43 -0.80 0.09
H -2.671 -1.510 -0.167 0.05 0.13 -0.06
H -3.305 -0.246 0.629 0.06 -0.03 -0.17
H -1.042 -0.796 1.571 -0.05 0.09 -0.14
H 0.133 -0.664 -1.601 0.07 0.02 0.15
H 0.900 -1.546 -0.120 -0.04 0.13 -0.05
H 1.526 1.371 -1.078 0.00 -0.13 0.05
H 1.938 -0.518 -1.295 -0.03 -0.08 -0.07
H 2.614 1.372 0.851 -0.02 -0.09 -0.01
```
Forces are in eV/Å.

Calculated values
2S+1 = 1
HOMO (alpha / beta) = -6.99 / -6.99 eV
relative energy (zero: lowest compared OMol25 entry of this formula, charge and spin) = 137.1 kcal/mol

These are the Mulliken partial charges, in e, on atoms 1 to 8: N -0.6297; C -0.6091; C -0.8704; C -0.0549; O -0.4544; C 0.6931; N -0.7342; H 0.2427

[5]
The following is a DFT calculation (ωB97M-V/def2-TZVPD) of a single C3H6 molecule.

```
9
Properties=species:S:1:pos:R:3:forces:R:3
C -0.889 -0.148 -0.933 0.33 -3.30 0.37
C 0.037 0.413 0.093 2.60 -3.43 2.13
C 0.943 -0.188 1.010 -1.70 2.27 -2.83
H -1.932 0.111 -0.649 0.61 -0.21 -0.60
H -0.602 0.142 -1.948 -0.30 0.65 0.20
H -0.740 -1.267 -0.988 -0.72 0.86 0.20
H -0.146 1.402 -0.100 0.78 3.12 1.14
H 1.208 -1.239 1.051 -0.75 -0.17 -0.30
H 1.663 0.387 1.614 -0.84 0.20 -0.32
```
Forces are in eV/Å.

Calculated values
2S+1 = 1
HOMO = -9.33 eV
SMILES = C=CC
relative energy (zero: lowest compared OMol25 entry of this formula, charge and spin) = 19.3 kcal/mol

These are the Mulliken partial charges, in e, on atoms 1 to 8: C -0.9287; C -0.0300; C -0.6744; H 0.2500; H 0.2790; H 0.2679; H 0.3483; H 0.2532

[6]
The following is a DFT calculation (ωB97M-V/def2-TZVPD) of a 2-piece molecular cluster, CH7N4OS overall.

```
14
Properties=species:S:1:pos:R:3:forces:R:3
C 1.852 0.046 -0.119 0.66 -0.74 -0.74
N 1.123 0.986 0.303 2.75 1.16 0.00
N 1.116 -1.120 -0.605 -1.32 5.08 -0.57
N 3.216 0.089 -0.099 -0.85 -0.47 0.17
N -0.162 0.742 0.201 -3.87 0.58 1.13
O -3.451 0.477 -0.399 -1.44 0.11 -2.21
S -0.526 -0.699 -0.551 0.82 -0.77 0.95
H -3.786 1.393 -0.271 0.35 -0.81 0.01
H 1.525 -1.952 -0.432 0.80 -3.76 0.87
H 3.578 0.839 0.458 0.32 0.13 0.01
H 3.855 -0.486 -0.625 -0.42 0.04 -0.01
H -3.990 0.180 -1.223 1.34 0.63 2.16
H -0.763 1.220 0.932 0.62 -1.49 -1.27
H -0.679 -0.300 -1.823 0.24 0.33 -0.48
```
Forces are in eV/Å.

Calculated values
net charge = +1
2S+1 = 1
HOMO = -12.72 eV
relative energy (zero: lowest compared OMol25 entry of this formula, charge and spin) = 18.0 kcal/mol

These are the Mulliken partial charges, in e, on atoms 1 to 8: C 0.4839; N -0.5971; N -0.2351; N -0.3826; N 0.1545; O -0.6495; S 0.2547; H 0.3348

Number 1: M 499.92 g/mol. Number 2: M 1040.59 g/mol. Number 3: M 105.21 g/mol. Number 4: M 100.12 g/mol. Number 5: M 42.08 g/mol. Number 6: M 123.16 g/mol.